A cluster of 11 separate species, C49H127N9O21 in total in a non-equilibrium geometry, computed with ωB97M-V/def2-TZVPD.

**SMILES**: COCCNCCOC.COCCNCCOC.COCCNCCOC.COCCNCCOC.COCCNCCOC.COCCNCCOC.COCCNCCOC.NC(N)=O.OCCO.OCCO.OCCO
**Largest force on an atom**: 6.66 eV/Å
**E_LUMO**: 0.15 eV
**Orbital gap**: 8.6009 eV

Last columns: bonded neighbours and bond lengths (Å).
Atoms and positions in Å:
1 C -7.26 13.76 3.67  O2 1.489, H10 1.090, H11 1.090, H12 1.090
2 O -5.98 14.37 4.11  C1 1.489, C3 1.425
3 C -5.40 13.66 5.20  O2 1.425, C4 1.590, H13 1.090, H14 1.090
4 C -4.32 12.65 4.62  C3 1.590, N5 1.467, H15 1.090, H16 1.090
5 N -4.85 11.34 4.23  C4 1.467, C6 1.465, H17 1.010
6 C -3.80 10.38 3.86  N5 1.465, C7 1.570, H18 1.090, H19 1.090
7 C -4.43 9.20 3.04  C6 1.570, O8 1.485, H20 1.090, H21 1.090
8 O -4.99 9.79 1.80  C7 1.485, C9 1.398
9 C -5.33 8.76 0.92  O8 1.398, H22 1.090, H23 1.090, H24 1.090
10 H -7.54 14.27 2.75  C1 1.090
11 H -8.10 13.91 4.35  C1 1.090
12 H -7.11 12.70 3.48  C1 1.090
13 H -6.13 13.26 5.91  C3 1.090
14 H -4.93 14.42 5.82  C3 1.090
15 H -3.44 12.56 5.25  C4 1.090
16 H -3.99 13.24 3.76  C4 1.090
17 H -5.24 11.61 3.34  N5 1.010
18 H -3.24 9.90 4.66  C6 1.090
19 H -3.06 10.81 3.20  C6 1.090
20 H -5.13 8.52 3.54  C7 1.090
21 H -3.57 8.59 2.77  C7 1.090
22 H -4.49 8.09 0.71  C9 1.090
23 H -5.51 9.23 -0.05  C9 1.090
24 H -6.23 8.28 1.30  C9 1.090
25 C 2.89 -4.78 -8.81  O26 1.418, H34 1.090, H35 1.090, H36 1.090
26 O 3.07 -5.12 -7.44  C25 1.418, C27 1.438
27 C 4.32 -4.72 -6.86  O26 1.438, C28 1.498, H37 1.090, H38 1.090
28 C 4.58 -5.33 -5.52  C27 1.498, N29 1.449, H39 1.090, H40 1.090
29 N 3.98 -4.58 -4.44  C28 1.449, C30 1.465, H41 1.010
30 C 4.49 -4.94 -3.12  N29 1.465, C31 1.551, H42 1.090, H43 1.090
31 C 5.84 -4.23 -2.85  C30 1.551, O32 1.443, H44 1.090, H45 1.090
32 O 6.78 -5.03 -2.10  C31 1.443, C33 1.433
33 C 7.87 -4.24 -1.62  O32 1.433, H46 1.090, H47 1.090, H48 1.090
34 H 1.88 -4.88 -9.21  C25 1.090
35 H 3.45 -5.50 -9.40  C25 1.090
36 H 3.32 -3.81 -9.07  C25 1.090
37 H 4.35 -3.64 -6.74  C27 1.090
38 H 5.16 -4.96 -7.52  C27 1.090
39 H 5.64 -5.54 -5.36  C28 1.090
40 H 4.17 -6.34 -5.51  C28 1.090
41 H 3.01 -4.87 -4.43  N29 1.010
42 H 4.65 -6.01 -3.05  C30 1.090
43 H 3.78 -4.71 -2.33  C30 1.090
44 H 5.69 -3.31 -2.27  C31 1.090
45 H 6.41 -3.98 -3.74  C31 1.090
46 H 8.58 -3.96 -2.39  C33 1.090
47 H 8.41 -4.84 -0.88  C33 1.090
48 H 7.53 -3.28 -1.23  C33 1.090
49 C 9.05 3.05 1.25  O50 1.416, H58 1.090, H59 1.090, H60 1.090
50 O 10.41 3.36 0.99  C49 1.416, C51 1.444
51 C 11.08 3.82 2.18  O50 1.444, C52 1.595, H61 1.090, H62 1.090
52 C 12.62 3.94 1.75  C51 1.595, N53 1.453, H63 1.090, H64 1.090
53 N 13.51 4.39 2.80  C52 1.453, C54 1.451, H65 1.010
54 C 13.11 5.57 3.55  N53 1.451, C55 1.546, H66 1.090, H67 1.090
55 C 13.18 6.82 2.65  C54 1.546, O56 1.410, H68 1.090, H69 1.090
56 O 14.39 7.55 2.78  C55 1.410, C57 1.448
57 C 14.23 8.94 2.41  O56 1.448, H70 1.090, H71 1.090, H72 1.090
58 H 8.92 2.37 2.09  C49 1.090
59 H 8.48 2.56 0.45  C49 1.090
60 H 8.63 4.02 1.51  C49 1.090
61 H 10.84 3.05 2.91  C51 1.090
62 H 10.70 4.76 2.59  C51 1.090
63 H 12.79 4.60 0.90  C52 1.090
64 H 12.82 2.93 1.39  C52 1.090
65 H 14.39 4.71 2.41  N53 1.010
66 H 13.82 5.67 4.37  C54 1.090
67 H 12.13 5.48 4.01  C54 1.090
68 H 12.34 7.43 2.98  C55 1.090
69 H 13.19 6.69 1.57  C55 1.090
70 H 13.60 9.44 3.15  C57 1.090
71 H 13.85 9.08 1.40  C57 1.090
72 H 15.17 9.48 2.53  C57 1.090
73 C 4.81 -5.42 3.66  O74 1.386, H82 1.090, H83 1.090, H84 1.090
74 O 4.22 -4.39 4.38  C73 1.386, C75 1.396
75 C 4.65 -3.10 4.06  O74 1.396, C76 1.562, H85 1.090, H86 1.090
76 C 4.14 -2.13 5.18  C75 1.562, N77 1.484, H87 1.090, H88 1.090
77 N 4.33 -0.71 4.81  C76 1.484, C78 1.465, H89 1.010
78 C 4.01 0.30 5.82  N77 1.465, C79 1.554, H90 1.090, H91 1.090
79 C 4.50 1.74 5.49  C78 1.554, O80 1.422, H92 1.090, H93 1.090
80 O 3.82 2.25 4.35  C79 1.422, C81 1.445
81 C 4.25 3.56 3.93  O80 1.445, H94 1.090, H95 1.090, H96 1.090
82 H 4.25 -6.30 3.95  C73 1.090
83 H 5.86 -5.51 3.92  C73 1.090
84 H 4.48 -5.33 2.62  C73 1.090
85 H 4.18 -2.80 3.12  C75 1.090
86 H 5.73 -3.09 3.95  C75 1.090
87 H 4.65 -2.36 6.11  C76 1.090
88 H 3.08 -2.28 5.37  C76 1.090
89 H 3.89 -0.51 3.92  N77 1.010
90 H 4.47 0.03 6.78  C78 1.090
91 H 2.94 0.36 6.00  C78 1.090
92 H 5.58 1.86 5.41  C79 1.090
93 H 4.26 2.28 6.41  C79 1.090
94 H 3.83 4.37 4.53  C81 1.090
95 H 3.85 3.66 2.92  C81 1.090
96 H 5.33 3.66 3.99  C81 1.090
97 C -11.59 -11.13 1.62  O98 1.437, H106 1.090, H107 1.090, H108 1.090
98 O -10.18 -10.85 1.56  C97 1.437, C99 1.425
99 C -9.30 -11.97 1.62  O98 1.425, C100 1.597, H109 1.090, H110 1.090
100 C -7.86 -11.61 1.03  C99 1.597, N101 1.508, H111 1.090, H112 1.090
101 N -7.06 -10.70 1.93  C100 1.508, C102 1.477, H113 1.010
102 C -6.15 -9.85 1.14  N101 1.477, C103 1.504, H114 1.090, H115 1.090
103 C -5.51 -8.84 2.06  C102 1.504, O104 1.431, H116 1.090, H117 1.090
104 O -4.53 -7.99 1.45  C103 1.431, C105 1.466
105 C -4.01 -6.94 2.33  O104 1.466, H118 1.090, H119 1.090, H120 1.090
106 H -11.87 -11.53 2.60  C97 1.090
107 H -11.88 -11.84 0.86  C97 1.090
108 H -12.12 -10.19 1.45  C97 1.090
109 H -9.75 -12.76 1.01  C99 1.090
110 H -9.23 -12.41 2.61  C99 1.090
111 H -8.10 -11.00 0.16  C100 1.090
112 H -7.32 -12.53 0.84  C100 1.090
113 H -6.47 -11.39 2.36  N101 1.010
114 H -6.66 -9.32 0.34  C102 1.090
115 H -5.33 -10.48 0.80  C102 1.090
116 H -5.04 -9.28 2.94  C103 1.090
117 H -6.37 -8.26 2.38  C103 1.090
118 H -2.95 -6.74 2.16  C105 1.090
119 H -4.07 -7.31 3.36  C105 1.090
120 H -4.55 -6.02 2.16  C105 1.090
121 C -5.48 -9.98 -11.03  O122 1.445, H130 1.090, H131 1.090, H132 1.090
122 O -4.53 -8.99 -10.59  C121 1.445, C123 1.453
123 C -3.36 -9.66 -10.04  O122 1.453, C124 1.557, H133 1.090, H134 1.090
124 C -2.17 -8.67 -9.94  C123 1.557, N125 1.507, H135 1.090, H136 1.090
125 N -2.13 -7.68 -8.81  C124 1.507, C126 1.473, H137 1.010
126 C -3.22 -6.69 -8.81  N125 1.473, C127 1.542, H138 1.090, H139 1.090
127 C -3.02 -5.48 -7.88  C126 1.542, O128 1.401, H140 1.090, H141 1.090
128 O -3.62 -5.71 -6.63  C127 1.401, C129 1.415
129 C -3.72 -4.60 -5.76  O128 1.415, H142 1.090, H143 1.090, H144 1.090
130 H -5.87 -10.56 -10.19  C121 1.090
131 H -5.01 -10.67 -11.74  C121 1.090
132 H -6.29 -9.49 -11.58  C121 1.090
133 H -3.08 -10.53 -10.65  C123 1.090
134 H -3.50 -10.20 -9.10  C123 1.090
135 H -1.89 -8.20 -10.88  C124 1.090
136 H -1.33 -9.35 -9.81  C124 1.090
137 H -1.26 -7.17 -8.69  N125 1.010
138 H -4.15 -7.21 -8.56  C126 1.090
139 H -3.54 -6.30 -9.78  C126 1.090
140 H -3.60 -4.71 -8.38  C127 1.090
141 H -2.01 -5.15 -7.67  C127 1.090
142 H -4.37 -4.89 -4.93  C129 1.090
143 H -4.15 -3.70 -6.20  C129 1.090
144 H -2.78 -4.38 -5.27  C129 1.090
145 C -5.15 -3.50 7.30  O146 1.430, H154 1.090, H155 1.090, H156 1.090
146 O -4.85 -2.27 6.65  C145 1.430, C147 1.436
147 C -3.53 -1.77 6.93  O146 1.436, C148 1.497, H157 1.090, H158 1.090
148 C -3.27 -0.40 6.39  C147 1.497, N149 1.492, H159 1.090, H160 1.090
149 N -4.21 0.60 6.97  C148 1.492, C150 1.492, H161 1.010
150 C -4.33 1.82 6.11  N149 1.492, C151 1.553, H162 1.090, H163 1.090
151 C -5.36 1.61 4.96  C150 1.553, O152 1.491, H164 1.090, H165 1.090
152 O -6.72 2.10 5.29  C151 1.491, C153 1.428
153 C -7.56 1.93 4.15  O152 1.428, H166 1.090, H167 1.090, H168 1.090
154 H -6.22 -3.72 7.30  C145 1.090
155 H -4.88 -3.47 8.35  C145 1.090
156 H -4.58 -4.28 6.78  C145 1.090
157 H -2.79 -2.46 6.52  C147 1.090
158 H -3.28 -1.74 7.99  C147 1.090
159 H -3.23 -0.43 5.30  C148 1.090
160 H -2.22 -0.19 6.58  C148 1.090
161 H -5.16 0.30 6.84  N149 1.010
162 H -3.36 2.14 5.74  C150 1.090
163 H -4.66 2.66 6.72  C150 1.090
164 H -5.59 0.58 4.69  C151 1.090
165 H -5.04 2.30 4.17  C151 1.090
166 H -7.58 0.97 3.64  C153 1.090
167 H -7.28 2.71 3.44  C153 1.090
168 H -8.58 2.17 4.47  C153 1.090
169 N -3.60 4.96 -5.22  C170 1.280, H173 1.010, H174 1.010
170 C -4.12 3.81 -5.05  N169 1.280, N171 1.300, O172 1.233
171 N -5.32 3.89 -5.55  C170 1.300, H175 1.010, H176 1.010
172 O -3.64 2.87 -4.41  C170 1.233
173 H -2.66 5.10 -4.88  N169 1.010
174 H -4.02 5.68 -5.80  N169 1.010
175 H -5.91 3.07 -5.55  N171 1.010
176 H -5.57 4.67 -6.14  N171 1.010
177 O -1.81 10.53 -1.44  C178 1.418, H181 0.960
178 C -1.28 9.71 -2.47  O177 1.418, C179 1.548, H182 1.090, H183 1.090
179 C -0.37 8.58 -1.94  C178 1.548, O180 1.387, H184 1.090, H185 1.090
180 O 0.01 7.75 -2.99  C179 1.387, H186 0.960
181 H -2.51 10.06 -0.98  O177 0.960
182 H -2.12 9.32 -3.04  C178 1.090
183 H -0.67 10.21 -3.22  C178 1.090
184 H -0.76 7.87 -1.21  C179 1.090
185 H 0.54 8.93 -1.46  C179 1.090
186 H 0.74 7.20 -2.72  O180 0.960
187 O 3.15 2.93 -3.41  C188 1.437, H191 0.960
188 C 2.53 2.35 -4.58  O187 1.437, C189 1.481, H192 1.090, H193 1.090
189 C 3.17 1.04 -4.82  C188 1.481, O190 1.463, H194 1.090, H195 1.090
190 O 3.37 0.21 -3.63  C189 1.463, H196 0.960
191 H 3.47 2.18 -2.91  O187 0.960
192 H 1.45 2.27 -4.44  C188 1.090
193 H 2.70 3.00 -5.43  C188 1.090
194 H 4.14 1.21 -5.30  C189 1.090
195 H 2.49 0.44 -5.43  C189 1.090
196 H 3.42 -0.72 -3.85  O190 0.960
197 O 1.36 0.40 0.50  C198 1.426, H201 0.960
198 C -0.03 0.63 0.29  O197 1.426, C199 1.554, H202 1.090, H203 1.090
199 C -0.58 2.06 0.56  C198 1.554, O200 1.457, H204 1.090, H205 1.090
200 O -0.08 2.63 1.80  C199 1.457, H206 0.960
201 H 1.82 0.24 -0.33  O197 0.960
202 H -0.28 0.45 -0.75  C198 1.090
203 H -0.63 -0.06 0.89  C198 1.090
204 H -1.66 2.09 0.48  C199 1.090
205 H -0.27 2.65 -0.30  C199 1.090
206 H 0.86 2.47 1.97  O200 0.960

Mulliken population analysis, charges in e, atoms 1 to 5:
1 C -0.582
2 O -0.371
3 C -0.631
4 C -0.618
5 N -0.441